1.
3 unconnected molecules or ions with the total composition C21H43NO11. Source: the Open Molecules 2025 dataset; level of theory: wB97M-V/def2-TZVPD.

Results
Structure (SMILES): CCN[C@](COCC)(OCC)OC(=O)CCCCCOC.COC(=O)OC.COC(=O)OC
HOMO-LUMO gap: 9.865 eV
E_LUMO: 0.027 Ha
Highest occupied orbital energy: -9.14 eV

CARTESIAN COORDINATES (ANGSTROEM)
C -1.21503 0.79061 -3.61665
C 0.01895 0.24423 -2.88815
N 0.44977 1.17458 -1.84128
C 1.75981 1.02157 -1.31016
C 2.02333 2.06966 -0.22781
O 1.16085 1.89514 0.86798
C 0.71010 3.09485 1.47546
C -0.57678 3.62921 0.84022
O 2.82193 1.02612 -2.24407
C 2.92436 2.13115 -3.13972
C 2.87691 1.65594 -4.58659
O 1.85673 -0.24528 -0.66583
C 2.60551 -1.25167 -1.25696
O 2.21724 -1.83701 -2.21436
C 3.84003 -1.55412 -0.46786
C 3.54338 -1.99564 0.97857
C 3.38682 -3.50623 1.23128
C 2.74714 -4.35691 0.12977
C 1.20801 -4.24742 0.13059
O 0.62470 -4.16353 -1.14973
C 0.63736 -5.39214 -1.83586
H -2.03444 0.06958 -3.60186
H -1.58729 1.69684 -3.12844
H -0.99967 1.03405 -4.65886
H -0.22144 -0.70894 -2.41030
H 0.82964 0.03033 -3.59129
H 0.25403 2.13731 -2.08114
H 3.06293 1.93109 0.09580
H 1.91198 3.07308 -0.66104
H 0.53994 2.85522 2.52852
H 1.50210 3.85548 1.44713
H -0.66444 3.26642 -0.18847
H -1.45708 3.28148 1.38601
H -0.59919 4.72106 0.84169
H 2.12744 2.85351 -2.93719
H 3.87625 2.63022 -2.93071
H 3.18678 0.60798 -4.62647
H 3.56234 2.23278 -5.21266
H 1.87827 1.72881 -5.02186
H 4.42563 -2.28804 -1.02498
H 4.41875 -0.62643 -0.42197
H 4.37466 -1.63931 1.59412
H 2.66380 -1.45942 1.34747
H 4.35708 -3.92782 1.51342
H 2.74956 -3.62896 2.11747
H 3.03414 -5.39759 0.31594
H 3.11483 -4.10918 -0.87096
H 0.88659 -3.35083 0.67206
H 0.78451 -5.11315 0.66473
H 0.16104 -5.22870 -2.80405
H 0.08006 -6.16308 -1.28495
H 1.65908 -5.75673 -2.00549
C -4.97337 -3.54720 1.05188
O -3.64330 -3.40322 0.54904
C -3.11528 -2.19288 0.73480
O -3.65942 -1.26329 1.27595
O -1.89070 -2.17201 0.22565
C -1.21285 -0.92180 0.43592
H -5.26114 -4.56988 0.82818
H -4.99830 -3.37593 2.12649
H -5.64809 -2.84994 0.55876
H -1.10352 -0.73120 1.50231
H -1.76342 -0.10427 -0.02521
H -0.23520 -0.99923 -0.02365
C -3.71452 1.63482 3.77819
O -4.48361 2.79096 4.13310
C -3.84392 3.94237 3.95844
O -2.72263 4.07383 3.53811
O -4.65345 4.93465 4.32921
C -4.08575 6.23982 4.19024
H -4.35758 0.77908 3.95435
H -3.43362 1.66936 2.72780
H -2.82024 1.57064 4.39514
H -3.83085 6.43800 3.15092
H -3.19454 6.33785 4.80708
H -4.85366 6.92933 4.52686

Cartesian forces, eV/Å:
-0.017 0.025 0.071
-0.078 -0.176 0.080
0.098 0.111 -0.197
-0.475 -0.197 0.291
-0.022 0.056 0.158
0.002 -0.165 -0.030
-0.069 0.212 0.111
-0.072 -0.124 0.019
0.092 0.046 -0.091
0.027 0.067 0.067
0.060 -0.094 -0.103
0.226 0.191 -0.025
-0.235 0.014 0.240
0.087 -0.139 -0.494
0.243 -0.036 0.139
0.026 0.078 0.132
-0.102 -0.120 0.114
-0.118 -0.147 -0.005
0.002 -0.025 0.074
-0.015 -0.094 0.044
0.050 0.030 -0.082
0.077 0.049 -0.059
0.008 -0.069 -0.040
-0.015 0.019 0.064
0.095 0.072 -0.033
-0.071 0.022 0.015
0.020 -0.024 0.019
-0.015 0.105 -0.100
0.037 -0.055 -0.014
0.021 0.025 -0.107
-0.010 -0.102 -0.046
0.077 0.124 0.063
0.106 0.020 -0.084
-0.018 -0.063 -0.003
0.072 -0.005 -0.061
-0.076 -0.062 -0.004
0.011 0.117 0.006
-0.099 0.004 0.056
0.031 -0.038 0.085
-0.021 -0.001 0.130
-0.077 -0.026 -0.100
-0.118 -0.072 0.045
0.053 0.013 -0.182
-0.038 0.029 -0.197
0.207 0.027 0.042
-0.018 0.078 -0.117
-0.008 0.120 0.109
0.052 -0.004 -0.142
-0.009 0.124 0.039
0.042 -0.023 0.105
0.016 0.050 -0.011
-0.051 0.016 -0.004
-0.040 -0.054 -0.010
0.004 -0.004 -0.013
0.196 0.086 -0.089
-0.240 -0.015 0.151
-0.029 -0.012 0.074
0.155 0.141 -0.035
0.013 -0.001 -0.007
0.001 0.028 0.001
0.006 0.024 0.014
-0.040 0.032 0.012
-0.021 -0.001 0.022
-0.021 -0.152 -0.056
0.021 -0.156 -0.082
0.031 0.051 0.012
-0.087 -0.019 0.038
0.053 0.015 -0.012
0.004 -0.008 -0.006
-0.032 0.063 0.014
-0.034 0.032 0.014
0.019 -0.004 -0.002
0.015 0.017 -0.010
0.023 -0.014 -0.004
0.018 -0.014 -0.014
-0.008 -0.014 0.002

***

2.
A molecular structure, C15H14Cl3N2O6P2S. Source: the Open Molecules 2025 dataset; level of theory: wB97M-V/def2-TZVPD.

Results
Total charge: -1
HOMO-LUMO gap: 7.051 eV
E_LUMO: 0.036 Ha
Highest occupied orbital energy: -6.08 eV

CARTESIAN COORDINATES (ANGSTROEM)
O 0.75981 -3.63108 1.13723
P 0.61125 -2.85543 -0.37406
Cl -1.46524 -2.52268 -0.57429
C 1.55268 -1.26442 -0.10652
C 2.78681 -1.39928 0.68455
C 3.67999 -0.24785 0.99273
N 4.83316 -0.36412 1.73820
S 5.40306 1.19815 1.75640
N 4.24629 2.03112 0.87690
C 3.30410 1.11605 0.45394
C 2.06077 1.28106 -0.37181
P 1.60774 2.99185 -1.03346
O 0.65999 3.78515 0.13740
Cl 3.36681 4.14803 -1.23481
C 1.20106 0.11414 -0.64092
C -0.06403 0.33548 -1.52585
C -1.26640 0.77337 -0.55626
C -2.66196 0.61576 -1.31499
C -3.85556 0.65561 -0.30457
C -4.39525 -0.60084 0.23480
C -5.54769 -0.67395 1.16375
C -6.14815 0.59436 1.59125
C -5.61712 1.87458 1.05685
C -4.49575 1.93279 0.12285
H 0.84649 -2.89237 1.78220
H 3.06802 -2.40832 1.08292
H 1.30707 4.06351 0.82587
H 0.10518 1.23099 -2.19769
H -0.35308 -0.53951 -2.16018
H -1.11247 1.79578 -0.11788
H -1.28191 0.04346 0.29736
H -2.60129 -0.36118 -1.87801
H -2.75356 1.48555 -2.03340
H -3.91366 -1.54661 -0.11206
H -5.88685 -1.68165 1.50947
H -7.02510 0.57556 2.29198
H -6.08869 2.82719 1.39182
H -4.11226 2.90209 -0.29291
O 5.22740 -3.88520 0.16874
Cl 5.85200 -3.07782 -0.86102
O 6.08570 -3.88598 -2.03507
O 7.10841 -2.55705 -0.37228
O 4.97220 -1.97630 -1.19916

Cartesian forces, eV/Å:
-0.225 2.403 -1.106
1.286 -1.588 0.052
0.287 0.267 0.545
2.047 2.317 2.109
-1.612 0.456 -0.949
-1.029 -0.645 -0.793
-1.990 2.480 -1.659
-1.744 -0.511 -0.942
-0.596 -2.033 0.008
1.160 -1.629 1.324
0.469 -1.322 1.190
-1.517 -0.459 -1.088
2.609 -0.510 -0.042
-0.669 -0.611 0.666
1.730 1.038 -0.068
-0.180 1.366 0.969
-0.283 -1.225 -0.316
0.376 0.751 0.757
-1.787 -0.039 1.063
-0.851 1.412 0.366
1.457 2.538 -1.071
1.567 -0.253 -1.511
0.693 -1.669 -0.325
-0.488 -2.577 0.591
-0.070 -0.798 -0.041
-0.091 1.070 -0.506
-0.867 -0.093 -0.050
0.021 -1.173 0.522
0.395 0.648 0.758
-0.105 -0.875 -0.606
-0.001 0.757 -0.637
-0.419 1.125 0.585
-0.028 -1.074 0.579
-0.551 0.916 0.418
0.212 1.212 -0.276
1.053 0.201 -0.812
0.413 -0.916 -0.330
-0.518 -1.055 0.569
-0.096 0.101 0.005
0.276 -0.194 -0.039
-0.071 0.073 0.098
-0.120 0.011 0.000
-0.142 0.109 -0.007

***

Record-wise max |F| values, in eV Å⁻¹: 0.6, 3.7